DFT (ωB97M-V/def2-TZVPD) results for C3H5NO2 in the gas phase at a distorted geometry.

Last column: natural (NBO) charge in e.
Element x y z (Å)
N: 1.5194 0.8534 -0.5018  -0.684
C: -0.4926 0.0638 0.3072  0.234
H: 2.5239 0.7849 -0.3580  0.349
H: -1.6806 -1.2204 -0.7547  0.483
H: 0.9155 -1.9969 0.5100  0.503
C: -1.2582 1.1303 0.3317  -0.415
H: -0.7980 2.1014 0.2653  0.252
O: -0.8412 -1.3338 -0.2921  -0.770
H: -2.3220 1.0635 0.1595  0.214
O: 1.5423 -1.2652 0.4186  -0.679
C: 0.8914 -0.1809 -0.0858  0.512

Atomic forces in eV per Å
N -0.3 -0.5 0.4
C -0.4 -4.1 -4.0
H 0.2 -0.5 -0.7
H -0.1 -0.2 0.1
H 0.0 0.1 0.0
C -0.1 -0.3 -0.3
H 0.2 0.1 0.5
O -2.0 1.9 1.6
H -0.1 -0.1 0.3
O -0.4 -0.1 -0.5
C 3.1 3.7 2.6

energy relative to the best compared isomer or geometry (same formula, charge and spin)	73.7	kcal per mole
net charge	0
lowest unoccupied orbital energy	0.4	eV
calculated total energy	-8774.4976	eV

=====

DFT (ωB97M-V/def2-TZVPD) results for C5H10O in the gas phase.

Last column: natural (NBO) charge in e.
Element x y z (Å)
H: 1.1921 0.8940 -1.4742  0.220
H: -2.3636 -0.1306 0.8342  0.214
C: -0.1166 1.5729 0.1120  -0.402
H: -1.5567 -1.6001 0.2790  0.213
H: -0.1789 2.5479 -0.3640  0.219
H: -1.2790 0.5204 -1.4827  0.220
H: 0.1365 -1.6312 -0.7355  0.472
C: 0.7422 0.5295 -0.5512  -0.265
C: -0.7700 0.3829 -0.5272  -0.252
H: -0.7576 -0.5602 1.4208  0.214
H: -0.2153 1.5985 1.1932  0.212
O: 0.9260 -1.8524 -0.2266  -0.721
H: 1.5761 -0.4897 1.1877  0.165
C: 1.5204 -0.6037 0.0968  -0.071
H: 2.5434 -0.6340 -0.2925  0.181
C: -1.3990 -0.5441 0.5301  -0.621

Atomic forces in eV per Å
H -0.3 -0.3 0.0
H 0.0 0.0 0.0
C 0.0 0.2 0.1
H 0.0 0.3 -0.3
H 0.1 -0.2 0.0
H -0.1 -0.1 0.4
H 0.2 -0.3 0.0
C 0.0 -0.2 -0.1
C -0.2 0.0 0.1
H -0.2 0.0 -0.2
H 0.2 0.0 -0.1
O 0.1 -0.2 -0.2
H -0.1 -0.1 -0.1
C 0.2 0.3 0.1
H 0.0 0.2 0.2
C -0.1 0.1 0.0

energy relative to the best compared isomer or geometry (same formula, charge and spin)	34.8	kcal per mole
net charge	0
lowest unoccupied orbital energy	1.1	eV
calculated total energy	-7393.2561	eV

=====

DFT (ωB97M-V/def2-TZVPD) results for 2 unconnected molecules or ions with the total composition C5H15NO at a distorted geometry.

Last column: natural (NBO) charge in e.
Element x y z (Å)
H: 0.6507 2.7047 -0.9357  0.215
H: -1.2781 1.1086 -1.2346  0.195
H: 2.9177 -2.2620 1.7551  0.468
H: 2.2647 1.9633 -0.8543  0.214
H: -1.2994 -0.4037 2.2069  0.203
C: 0.6560 0.5337 -0.5506  -0.043
H: -1.0645 1.4247 0.4406  0.208
N: 0.9030 -0.6545 -1.3927  -0.849
H: -2.4782 -0.7521 -0.5878  0.199
H: 1.2600 1.7212 -2.2375  0.207
C: 1.2298 1.8101 -1.1510  -0.629
C: -2.1203 -0.5827 1.5030  -0.601
H: -0.9825 -1.4896 -0.0754  0.218
C: -1.6146 -0.6099 0.0611  -0.414
H: 1.7841 -0.5652 -1.8878  0.357
H: 1.0714 0.2889 0.4333  0.163
H: -2.8944 0.1668 1.6418  0.199
O: 2.3702 -1.5687 2.1397  -0.938
H: 0.1759 -0.7240 -2.1014  0.353
C: -0.8603 0.6743 -0.3260  -0.403
H: 1.8629 -1.2336 1.3909  0.470
H: -2.5541 -1.5502 1.7624  0.208

Atomic forces in eV per Å
H 0.0 0.0 0.3
H -0.1 -0.1 -0.3
H 0.0 0.0 0.1
H 0.1 0.1 0.2
H -0.1 0.1 -0.1
C -0.9 -0.6 0.1
H 0.3 0.1 0.1
N 0.0 0.1 0.0
H 0.0 0.0 -0.1
H -0.2 -0.1 -0.1
C 0.4 0.0 -0.2
C 0.3 -0.4 0.0
H 0.1 0.1 -0.1
C 0.0 0.0 0.2
H 0.0 0.0 0.1
H 0.3 0.4 -0.1
H 0.0 0.2 0.1
O 0.0 0.0 -0.2
H 0.1 0.0 0.0
C -0.1 0.0 -0.2
H 0.0 -0.1 0.0
H 0.0 0.0 0.1

energy relative to the best compared isomer or geometry (same formula, charge and spin)	12.7	kcal per mole
net charge	0
lowest unoccupied orbital energy	1.0	eV
calculated total energy	-8965.8069	eV

=====

DFT (ωB97M-V/def2-TZVPD) results for a gas-phase ion, C4H14N2P (charge +1) at a distorted geometry.

Last column: natural (NBO) charge in e.
Element x y z (Å)
H: 1.1077 -1.1156 2.0543  0.226
H: 2.1825 -2.0043 0.0004  0.205
C: 2.2122 -0.9309 0.1987  -0.239
H: 0.2764 2.1541 -0.2488  0.247
H: 1.0790 0.5122 1.3520  0.210
H: 2.4611 -0.6699 -1.8240  0.392
H: -0.2500 -1.7918 0.1243  0.417
C: 1.0344 -0.5532 1.1204  -0.235
P: -1.0053 0.2297 -1.0037  1.082
H: -1.0051 -0.8115 1.2187  0.418
H: 3.1450 -0.7025 0.7249  0.217
C: -2.7527 -0.0674 -0.5115  -0.974
H: -1.1698 1.9453 0.7785  0.250
N: 2.0102 -0.2046 -1.0462  -0.822
H: -3.3676 0.4926 -1.2164  0.272
H: -1.3043 2.5938 -0.8603  0.271
H: -2.9909 0.2738 0.4933  0.255
N: -0.2821 -0.8343 0.4914  -0.839
H: -3.0158 -1.1167 -0.6295  0.253
H: 2.4090 0.7251 -0.9831  0.378
C: -0.7739 1.8761 -0.2332  -0.982

Atomic forces in eV per Å
H 0.0 0.1 0.0
H 0.1 0.0 0.0
C -1.1 0.2 0.3
H 0.1 0.2 0.1
H -0.1 -0.1 0.0
H 0.0 0.1 -0.1
H -0.2 0.2 0.1
C 0.7 -0.2 0.3
P -1.6 2.3 -0.8
H 0.2 -0.2 -0.1
H -0.1 0.0 -0.1
C -0.3 -0.7 -1.6
H 0.0 -0.4 0.2
N 0.2 0.1 -0.3
H -0.1 0.0 0.2
H 0.0 0.0 0.1
H 0.4 0.1 0.2
N 1.1 -1.7 2.4
H -0.1 -0.1 0.1
H 0.0 0.0 -0.1
C 0.9 0.2 -1.0

energy relative to the best compared isomer or geometry (same formula, charge and spin)	0.0	kcal per mole
multiplicity	3
net charge	+1
lowest unoccupied orbital energy (spin up / spin down)	-2.7 / -6.8	eV
<S²>	2.0035
calculated total energy	-16633.6400	eV

=====

DFT (ωB97M-V/def2-TZVPD) results for 2 unconnected molecules or ions with the total composition ClIO2S at a distorted geometry.

Last column: natural (NBO) charge in e.
Element x y z (Å)
Cl: -3.5484 0.8559 -0.8928  -0.251
O: 1.2936 0.8866 -0.4775  -0.831
O: -0.0758 -1.0346 0.1875  -0.832
I: -2.6071 -0.1107 -2.8303  0.252
S: 1.1635 -0.3688 0.1846  1.661

Atomic forces in eV per Å
Cl 0.3 -0.3 -0.6
O 0.0 0.2 -0.1
O -1.5 -0.7 0.0
I -0.3 0.3 0.6
S 1.5 0.5 0.2

energy relative to the best compared isomer or geometry (same formula, charge and spin)	0.5	kcal per mole
net charge	0
lowest unoccupied orbital energy	-1.6	eV
calculated total energy	-35552.6584	eV

=====

DFT (ωB97M-V/def2-TZVPD) results for C3H5N3 in the gas phase at a distorted geometry.

Last column: natural (NBO) charge in e.
Element x y z (Å)
H: 1.4953 1.0521 -1.4764  0.222
N: -0.6559 -0.4249 -0.9610  -0.243
N: 0.3117 -0.0117 -0.1627  0.007
H: -1.5133 0.2720 2.0094  0.242
N: 0.0368 0.0011 1.1031  -0.229
H: -2.5838 -1.0778 -0.5645  0.223
C: -1.6758 -0.6615 -0.1346  -0.094
H: 1.9621 1.1109 0.2513  0.232
H: 2.2616 -0.3780 -0.6879  0.212
C: 1.6006 0.4750 -0.5619  -0.410
C: -1.2393 -0.3572 1.1852  -0.163

Atomic forces in eV per Å
H 0.1 -0.1 -0.1
N 0.1 -0.2 0.2
N 0.4 -0.3 -0.2
H -2.0 -1.2 1.0
N 0.2 0.6 -0.3
H 0.1 0.4 0.4
C 0.1 0.2 0.1
H -0.1 -0.2 -0.3
H 0.3 0.1 -0.2
C 0.3 -0.1 -0.3
C 0.4 0.9 -0.4

energy relative to the best compared isomer or geometry (same formula, charge and spin)	45.6	kcal per mole
net charge	0
lowest unoccupied orbital energy	1.1	eV
calculated total energy	-7660.4787	eV

=====

DFT (ωB97M-V/def2-TZVPD) results for 2 unconnected molecules or ions with the total composition C3H5NO3 at a distorted geometry.

Last column: natural (NBO) charge in e.
Element x y z (Å)
C: 0.6866 0.5468 -0.1413  0.476
H: -0.2828 1.9355 -1.2341  0.407
O: -1.4841 0.5054 1.1942  -0.363
H: -2.5583 -0.8847 0.2256  0.108
H: 0.2542 0.6118 -2.1525  0.391
O: 0.3019 1.0555 0.9697  -0.415
C: 1.3586 -0.6566 -0.0653  -0.197
H: 1.5148 -1.0848 0.9126  0.239
C: -1.6054 -0.7059 0.7680  0.590
H: 1.7990 -1.1366 -0.9362  0.189
O: -0.7735 -1.6078 0.8851  -0.616
N: 0.3835 1.1827 -1.3306  -0.809

Atomic forces in eV per Å
C -0.8 1.1 0.8
H 0.1 0.0 0.0
O -1.1 0.1 -0.1
H 0.0 0.1 0.2
H 0.1 0.0 0.1
O 1.1 0.1 -0.9
C 1.0 -0.8 -0.4
H 0.0 0.1 -0.2
C 0.7 -1.1 0.2
H -0.1 0.1 0.1
O -0.9 0.6 -0.2
N -0.1 -0.4 0.4

energy relative to the best compared isomer or geometry (same formula, charge and spin)	116.5	kcal per mole
net charge	0
lowest unoccupied orbital energy (spin up / spin down)	-1.7 / -1.6	eV
calculated total energy	-10820.6380	eV

=====

DFT (ωB97M-V/def2-TZVPD) results for a molecular structure, C28H25HoN3O6.

Last column: natural (NBO) charge in e.
Element x y z (Å)
H: -1.9653 -6.5920 2.1360  0.224
H: 0.6529 -3.7757 -1.9579  0.501
H: -2.2540 -7.6860 -0.0758  0.222
C: 1.6295 -0.7331 2.4179  0.082
C: -0.7869 -5.0020 1.3396  -0.133
C: 2.8124 1.2924 3.2577  -0.211
N: 0.6379 -2.6035 1.5250  -0.403
H: -4.7972 4.3340 -1.0810  0.226
C: 2.7818 -1.1819 -3.6962  -0.254
O: 0.1698 -4.5890 -2.1866  -0.664
C: -1.1092 -6.2345 -1.1254  -0.279
H: -1.5480 1.9169 4.6309  0.224
O: 3.1136 -1.0204 -2.2892  -0.776
C: 3.3416 1.9535 0.6620  0.098
H: 1.9367 -0.5205 -3.8750  0.219
C: 3.5421 2.4434 2.9860  -0.116
H: -0.8114 2.5328 -3.3611  0.219
H: 4.3754 3.6655 1.4203  0.244
H: 3.7829 -1.6604 -2.0160  0.520
N: 1.3163 -1.4194 1.3860  -0.366
C: -0.7165 0.4771 -1.4016  0.717
C: -0.3597 -5.0609 -1.0393  0.363
H: -2.4078 0.1615 0.8340  0.238
O: 1.1583 -2.6850 -0.7200  -0.866
H: 0.1986 3.5472 1.0873  0.232
C: -3.9157 3.9505 -1.5758  -0.197
O: 0.1160 0.4037 -2.3759  -0.763
H: 3.5231 2.1968 -0.3776  0.208
O: -1.0303 -0.5673 -0.7968  -0.648
C: -3.7135 4.2035 -2.9220  -0.180
C: -1.0487 1.8284 0.7855  -0.099
H: 0.5247 2.8953 -1.7245  0.501
Ho: 1.3868 -0.5155 -0.7708  2.084
C: 2.3813 0.5196 2.1925  0.176
C: 0.5733 -3.1918 0.3459  0.622
H: -2.4253 3.8873 -4.6086  0.224
H: -3.1607 3.0241 0.1971  0.228
C: -1.8568 2.7100 -1.4805  0.007
C: -2.5837 3.7046 -3.5544  -0.200
C: -0.6039 2.8351 2.9385  -0.218
C: -1.5197 -6.1611 1.2515  -0.260
H: -0.1205 3.6039 3.5269  0.220
O: 0.5083 2.4140 -0.8872  -0.720
H: -1.2278 -6.7045 -2.0907  0.233
C: -1.6780 -6.7736 0.0069  -0.138
H: 3.6242 -0.8791 -4.3123  0.207
N: 2.6456 0.8436 0.9059  -0.565
C: -0.1946 -4.4263 0.2031  -0.202
H: 2.4828 -2.2120 -3.8801  0.206
H: -4.4366 4.7821 -3.4801  0.225
C: -1.6640 2.9546 -2.8410  -0.244
C: -2.9903 3.2082 -0.8546  -0.211
C: -0.4273 2.8070 1.5644  -0.202
H: 3.8931 3.0679 3.7958  0.240
C: -1.8849 0.9047 1.4130  -0.141
C: 3.8127 2.7787 1.6721  -0.247
H: 2.5800 1.0018 4.2716  0.243
H: 1.3793 -1.0604 3.4224  0.219
H: -0.6536 -4.5131 2.2935  0.234
C: -2.0541 0.9361 2.7907  -0.225
H: -2.7027 0.2088 3.2595  0.227
C: -0.8227 1.8823 -0.7196  0.098
C: -1.4095 1.8920 3.5581  -0.201

Atomic forces in eV per Å
H 0.0 0.0 0.0
H 0.0 0.0 0.0
H 0.0 0.0 0.0
C 0.0 0.1 -0.2
C 0.0 0.0 0.0
C 0.1 0.2 -0.3
N 0.3 0.3 -0.1
H 0.0 0.0 0.0
C -0.2 0.0 0.0
O 0.0 -0.1 0.0
C 0.0 0.0 0.1
H 0.0 0.0 0.0
O -0.1 0.2 0.3
C 0.0 0.1 0.2
H 0.0 0.0 -0.1
C -0.1 -0.1 0.1
H 0.0 0.0 0.0
H 0.0 0.0 0.0
H 0.0 0.0 -0.2
N -0.3 -0.1 0.4
C 0.1 0.1 0.2
C 0.0 0.0 -0.2
H 0.0 0.0 0.0
O 0.0 0.2 -0.1
H 0.0 0.0 0.0
C 0.0 0.0 0.0
O -0.2 0.2 -0.1
H 0.0 0.0 0.0
O 0.1 0.1 0.2
C 0.0 0.0 0.0
C 0.0 0.0 0.1
H 0.0 -0.1 0.0
Ho 0.7 -0.5 -0.1
C -0.1 -0.3 0.1
C -0.2 0.0 0.0
H 0.0 0.0 0.0
H 0.0 0.0 0.0
C 0.1 0.0 0.1
C 0.0 0.0 0.0
C 0.0 0.0 0.0
C 0.0 0.0 0.0
H 0.0 0.0 0.0
O 0.0 0.1 0.1
H 0.0 0.0 -0.1
C 0.0 0.0 0.0
H 0.0 -0.1 0.0
N -0.2 -0.1 0.0
C 0.1 -0.1 0.2
H 0.1 0.0 -0.1
H 0.0 0.0 0.0
C 0.0 0.0 0.0
C -0.1 0.1 0.0
C 0.1 -0.1 0.0
H 0.0 0.0 0.0
C 0.0 0.1 -0.1
C 0.0 0.0 -0.2
H 0.0 0.0 0.0
H 0.0 0.0 0.0
H 0.0 0.0 0.0
C 0.0 0.0 0.0
H 0.0 0.0 0.0
C -0.4 0.1 -0.5
C 0.0 0.0 0.1

multiplicity	5
net charge	+1
lowest unoccupied orbital energy (spin up / spin down)	-3.8 / -3.8	eV
<S²>	6.0040
calculated total energy	-71992.5605	eV